[1]
80
Properties=species:S:1:pos:R:3 method="wB97M-V/def2-TZVPD" multiplicity=1 homo_lumo_gap_ev=4.85 energy_ev=-144034.4830 total_charge=+2
Zn 20.265 4.786 2.446
Zn 18.202 1.843 0.726
C 20.522 2.820 1.065
O 21.359 3.718 1.181
O 20.017 2.367 0.078
O 19.635 2.809 1.901
C 23.568 0.243 0.650
O 24.069 -0.692 1.121
N 22.870 0.202 -0.391
N 23.675 1.433 1.104
H 22.885 -0.620 -0.977
H 22.241 0.957 -0.626
H 23.101 2.196 0.773
H 24.332 1.475 1.869
C 22.750 3.466 -2.426
O 23.445 3.350 -3.509
N 22.955 4.255 -1.475
N 21.750 2.737 -2.211
H 23.548 5.042 -1.699
H 22.736 4.079 -0.505
H 21.258 2.630 -1.336
H 21.557 2.040 -2.916
C 12.471 9.128 -1.528
O 13.343 8.636 -0.520
C 12.968 7.592 0.352
C 14.192 6.904 1.008
N 15.032 6.091 0.050
C 15.489 6.865 -1.047
C 16.429 6.140 -2.049
O 17.406 5.387 -1.266
C 18.331 4.689 -2.099
H 11.804 9.772 -0.955
H 11.793 8.483 -2.086
H 13.039 9.842 -2.126
H 12.318 6.901 -0.186
H 12.357 8.013 1.150
H 13.799 6.395 1.888
H 14.885 7.642 1.412
H 14.316 5.471 -0.301
H 16.073 7.667 -0.596
H 14.719 7.158 -1.762
H 16.960 6.848 -2.685
H 15.871 5.400 -2.623
H 18.694 5.541 -2.674
H 17.827 3.946 -2.717
H 19.205 4.293 -1.583
C 16.873 -1.162 -1.934
C 17.140 -0.261 -0.692
C 18.326 -0.812 0.064
O 18.669 -0.073 1.227
C 19.748 -0.469 2.094
N 17.423 1.034 -1.137
H 15.807 -1.146 -2.158
H 17.178 -2.154 -1.601
H 17.451 -0.925 -2.827
H 16.223 -0.271 -0.103
H 19.251 -1.100 -0.435
H 18.010 -1.800 0.397
H 19.478 -1.470 2.431
H 19.928 0.186 2.946
H 20.683 -0.444 1.533
H 18.121 1.020 -1.868
H 16.568 1.434 -1.494
C 22.453 5.366 6.136
C 21.769 5.468 4.800
C 22.642 5.909 3.637
O 21.765 6.221 2.554
C 22.528 6.601 1.341
N 21.153 4.257 4.342
H 22.469 6.384 6.524
H 23.497 5.061 6.055
H 21.863 4.649 6.706
H 21.051 6.275 4.942
H 23.335 5.196 3.188
H 23.229 6.794 3.881
H 21.822 6.744 0.523
H 23.292 5.895 1.016
H 23.131 7.476 1.582
H 20.411 4.043 4.993
H 21.767 3.468 4.485

[2]
12
Properties=species:S:1:pos:R:3 method="wB97M-V/def2-TZVPD" multiplicity=1 homo_lumo_gap_ev=9.58 relative_energy_kcal_mol=9.5 energy_ev=-7225.1769 smiles=Cc1c[nH]cn1
C 1.652 -1.184 -0.728
C 0.463 -0.509 -0.128
C -0.910 -0.660 -0.192
N -1.474 0.521 0.297
C -0.418 1.359 0.505
N 0.710 0.721 0.447
H 1.548 -2.260 -0.908
H 1.909 -0.727 -1.687
H 2.478 -1.137 -0.020
H -1.519 -1.446 -0.593
H -2.425 0.777 0.091
H -0.651 2.322 0.935

[3]
84
Properties=species:S:1:pos:R:3 method="wB97M-V/def2-TZVPD" multiplicity=1 homo_lumo_gap_ev=5.34 relative_energy_kcal_mol=2.4 energy_ev=-77990.1757 total_charge=-2
Na -0.415 -0.455 -0.425
C -0.508 2.416 3.371
C 0.000 1.485 2.310
N -0.361 1.481 1.086
N -1.310 2.390 0.686
C -1.535 2.272 -0.621
O -0.967 1.515 -1.447
C -2.636 3.175 -1.134
C -3.319 4.063 -0.305
C -4.334 4.859 -0.815
C -4.682 4.774 -2.159
C -4.009 3.886 -2.986
C -2.991 3.092 -2.475
C 0.978 0.427 2.675
C 1.263 0.141 4.012
C 2.159 -0.872 4.310
C 2.745 -1.576 3.273
C 2.394 -1.228 1.974
N 1.544 -0.259 1.675
H -1.091 3.207 2.907
H 0.319 2.850 3.941
H -1.154 1.876 4.069
H -3.041 4.106 0.739
H -4.860 5.545 -0.161
H -5.479 5.392 -2.555
H -4.281 3.805 -4.032
H -2.456 2.384 -3.095
H 0.758 0.682 4.800
H 2.378 -1.119 5.343
H 3.437 -2.390 3.450
H 2.819 -1.765 1.130
O 2.139 -2.260 -5.692
C 2.945 -1.320 -5.251
O 3.874 -0.898 -5.915
C 2.660 -0.772 -3.895
C 3.425 0.172 -3.236
Cl 4.813 1.039 -3.726
N 2.870 0.393 -2.024
N 1.768 -0.358 -1.858
C 1.616 -1.049 -2.970
C 0.395 -1.954 -3.061
O 0.374 -2.760 -4.029
O -0.438 -1.814 -2.159
C 3.210 1.328 -1.001
C 4.478 1.329 -0.440
C 4.750 2.207 0.597
C 3.757 3.057 1.068
C 2.491 3.032 0.503
C 2.207 2.164 -0.541
H 1.377 -2.506 -4.999
H 5.228 0.641 -0.806
H 5.733 2.212 1.052
H 3.967 3.725 1.895
H 1.699 3.661 0.890
H 1.211 2.085 -0.961
C -3.174 0.251 4.712
C -2.159 -0.653 5.001
C -1.490 -1.343 4.002
C -1.808 -1.170 2.631
C -2.818 -0.210 2.366
C -3.481 0.468 3.368
N -1.170 -1.746 1.572
C -0.552 -2.965 1.712
C 0.514 -3.295 0.846
C 1.152 -4.520 0.899
C 0.764 -5.497 1.811
C -0.307 -5.212 2.651
C -0.952 -3.988 2.605
H -3.694 0.782 5.500
H -1.868 -0.824 6.034
H -0.682 -2.009 4.278
H -3.057 0.003 1.330
H -4.240 1.191 3.089
H 0.837 -2.571 0.106
H 1.962 -4.716 0.204
H 1.265 -6.456 1.851
H -0.659 -5.965 3.350
H -1.804 -3.816 3.249
N -3.367 -1.933 -0.864
N -3.798 -0.637 -1.325
H -2.749 -1.852 -0.054
H -2.793 -2.311 -1.610
H -3.042 0.045 -1.311
H -4.516 -0.314 -0.689

[4]
50
Properties=species:S:1:pos:R:3 method="wB97M-V/def2-TZVPD" multiplicity=1 homo_lumo_gap_ev=6.45 energy_ev=-35192.4552 total_charge=-1
C 2.482 -1.313 3.207
C 1.838 -1.709 1.856
P 2.217 -0.503 0.480
C 2.713 -1.672 -0.869
C 3.420 -0.937 -2.022
B 0.448 0.222 -0.070
C -0.425 -0.947 -0.890
C -1.931 -0.669 -0.961
C -2.616 -1.307 -2.172
O -3.714 -0.534 -2.737
C -4.958 -0.897 -2.376
C -5.225 -1.066 -0.896
O -5.832 -1.026 -3.197
C 0.650 1.505 -1.074
C 0.966 2.830 -0.370
C 2.292 3.459 -0.717
O 3.132 3.046 -1.463
O 2.491 4.681 -0.108
C -0.393 0.596 1.284
O 0.426 1.185 2.315
C -0.251 1.390 3.527
H 1.717 -1.080 3.954
H 3.125 -2.107 3.598
H 3.082 -0.406 3.080
H 0.752 -1.757 1.995
H 2.163 -2.709 1.556
H 3.399 -2.420 -0.454
H 1.871 -2.237 -1.288
H 3.987 -1.641 -2.643
H 2.701 -0.426 -2.667
H 4.115 -0.191 -1.624
H -0.241 -1.920 -0.415
H -0.031 -1.012 -1.916
H -2.125 0.410 -1.015
H -2.401 -1.061 -0.054
H -2.998 -2.305 -1.930
H -1.901 -1.400 -2.991
H -5.316 -2.133 -0.674
H -4.455 -0.615 -0.275
H -6.187 -0.593 -0.693
H 1.463 1.297 -1.779
H -0.255 1.620 -1.689
H 0.219 3.602 -0.600
H 0.947 2.710 0.722
H 1.986 4.680 0.717
H -1.200 1.314 1.051
H -0.861 -0.310 1.706
H -0.072 0.553 4.217
H 0.118 2.310 3.994
H -1.333 1.493 3.368